Below is 2 unconnected molecules or ions with the total composition C7H12, with properties calculated with ωB97M-V with the def2-TZVPD basis set.

```
! RIJCOSX wB97M-V def2-TZVPD def2/J DEFGRID3
* xyz 0 1
C 1.427 0.122 -1.777
C 0.286 -0.635 -1.109
C 0.541 -0.881 0.436
C -0.824 -0.616 1.194
C -0.680 0.148 2.501
C -1.438 0.105 0.047
C -1.092 0.051 -1.126
H 1.594 1.090 -1.290
H 2.354 -0.460 -1.700
H 1.220 0.303 -2.836
H 0.153 -1.594 -1.624
H 0.949 -1.877 0.649
H 1.279 -0.150 0.794
H -1.356 -1.559 1.367
H -0.126 1.080 2.346
H -0.144 -0.456 3.240
H -1.663 0.400 2.913
H -1.386 2.317 -1.705
H -1.094 2.613 -2.320
*
```

Output
HOMO energy   -9.1 eV
Total energy   -273.716096 a.u.
SMILES string   C[C@@H]1C#C[C@H](C)C1.[H][H]
Kohn-Sham gap   8.8380 eV

Atom charges from the natural (NBO) analysis, given in e for atoms 1 to 5: number 1, C, carries -0.604; number 2, C, carries -0.214; number 3, C, carries -0.380; number 4, C, carries -0.278; number 5, C, carries -0.600


Below is a single C7H12 molecule, with properties calculated with ωB97M-V with the def2-TZVPD basis set.

```
! RIJCOSX wB97M-V def2-TZVPD def2/J DEFGRID3
* xyz 0 1
C -1.899 0.040 0.755
C -1.243 -0.566 -0.486
C 0.055 -0.045 -1.273
C 0.816 1.126 -0.768
C 1.262 0.683 0.635
C 1.029 -0.850 0.717
C 0.092 -1.248 -0.433
H -2.772 0.630 0.463
H -2.276 -0.710 1.474
H -1.226 0.689 1.324
H -1.627 -0.258 -1.436
H 0.020 -0.232 -2.353
H 1.653 1.307 -1.444
H 0.214 2.047 -0.754
H 2.310 0.942 0.797
H 0.687 1.206 1.403
H 0.680 -1.155 1.707
H 1.973 -1.375 0.533
H 0.252 -2.232 -0.861
*
```

Output
HOMO energy   -8.3 eV
Total energy   -273.831267 a.u.
SMILES string   C[C@H]1[C@H]2CCC[C@@H]12
Kohn-Sham gap   9.3823 eV

Atom charges from the natural (NBO) analysis, given in e for atoms 1 to 5: number 1, C, carries -0.626; number 2, C, carries -0.312; number 3, C, carries -0.169; number 4, C, carries -0.420; number 5, C, carries -0.407


Below is a molecular structure, C7H12, with properties calculated with ωB97M-V with the def2-TZVPD basis set.

```
! RIJCOSX wB97M-V def2-TZVPD def2/J DEFGRID3
* xyz 0 1
C 1.055 0.372 -1.564
C 0.716 0.281 -0.025
C 1.715 0.127 1.063
C -0.793 -0.912 0.297
C -0.591 0.531 0.364
C -1.089 1.459 1.433
C -0.951 -1.663 -0.989
H 1.410 -0.633 -1.937
H 1.815 1.170 -1.543
H 0.184 0.748 -2.240
H 2.787 -0.161 0.870
H 1.442 0.608 2.096
H -1.125 -1.568 1.105
H -1.683 2.379 1.019
H -0.088 1.833 1.869
H -1.656 0.932 2.152
H 0.046 -1.869 -1.395
H -1.704 -1.046 -1.647
H -1.489 -2.588 -0.927
*
```

Output
HOMO energy   -6.7 eV
Total energy   -273.695957 a.u.
Kohn-Sham gap   6.9134 eV

Atom charges from the natural (NBO) analysis, given in e for atoms 1 to 5: number 1, C, carries -0.639; number 2, C, carries 0.015; number 3, C, carries -0.568; number 4, C, carries -0.071; number 5, C, carries -0.084


Below is a single C7H12 molecule, with properties calculated with ωB97M-V with the def2-TZVPD basis set.

```
! RIJCOSX wB97M-V def2-TZVPD def2/J DEFGRID3
* xyz 0 1
C 2.927 0.228 -0.762
C 1.582 -0.414 -0.954
C 0.683 -0.591 0.014
C -1.623 1.752 1.200
C -1.957 0.467 1.124
C -1.863 -0.355 -0.132
C -0.637 -1.292 -0.157
H 3.728 -0.435 -1.111
H 3.112 0.453 0.292
H 3.016 1.161 -1.330
H 1.351 -0.768 -1.961
H -0.642 -1.841 -1.105
H 0.911 -0.218 1.014
H -1.270 2.292 0.322
H -1.684 2.313 2.128
H -2.302 -0.051 2.022
H -2.767 -0.970 -0.241
H -1.819 0.312 -1.001
H -0.745 -2.042 0.640
*
```

Output
HOMO energy   -9.1 eV
Total energy   -273.873031 a.u.
SMILES string   C=CCC/C=C/C
Kohn-Sham gap   10.3953 eV

Atom charges from the natural (NBO) analysis, given in e for atoms 1 to 5: number 1, C, carries -0.639; number 2, C, carries -0.180; number 3, C, carries -0.189; number 4, C, carries -0.400; number 5, C, carries -0.174


Record order is preserved below.
Relative energy (zero: lowest compared OMol25 entry of this formula, charge and spin): 5.2370, 2.1031, 5.7850, 0.9666 eV
Record order is preserved below.
E_LUMO: -0.262, 1.096, 0.199, 1.247 eV
Record order is preserved below.
Largest force on an atom: 0.6, 2.8, 5.8, 0.3 eV/Å